31
Properties=species:S:1:pos:R:3 method="wB97M-V/def2-TZVPD" mol_weight_g_mol=224.1 e_homo_ev=-7.270 charge=-1 total_energy_ha=-968.43902
N -7.253 -1.443 10.626
O -6.819 -0.306 10.829
O -8.226 -1.614 9.863
O -6.658 -2.364 11.147
O -8.642 1.560 9.947
H -9.003 1.332 9.080
H -8.260 0.713 10.290
O -4.891 -2.977 8.858
H -4.859 -2.587 9.739
H -4.152 -2.530 8.436
O -4.147 -1.801 12.284
H -4.267 -0.854 12.101
H -4.982 -2.142 11.967
O -9.021 0.005 7.296
H -8.226 0.095 7.848
H -9.125 -0.945 7.241
O -11.162 -2.696 10.343
H -10.244 -2.384 10.365
H -11.213 -3.079 9.463
O -6.160 -5.080 11.499
H -6.923 -4.486 11.333
H -5.718 -5.161 10.641
O -5.958 0.081 13.851
H -5.295 -0.625 14.029
H -6.194 -0.047 12.910
O -5.962 2.213 10.007
H -5.781 2.855 9.331
H -6.942 2.123 10.039
O -7.867 -3.949 8.090
H -8.017 -3.283 8.762
H -6.930 -4.173 8.236



76
Properties=species:S:1:pos:R:3 method="wB97M-V/def2-TZVPD" mol_weight_g_mol=786.9 s_squared=1.09 e_homo_ev="-12.860 / -12.570" charge=+2 multiplicity=2 total_energy_ha=-3453.19984
Ir 0.627 0.368 -0.374
C 3.889 -1.779 -0.586
C 3.456 -0.465 0.009
C 3.594 -0.225 1.365
C 3.360 1.041 1.913
C 3.524 1.268 3.389
C 3.038 2.084 1.058
C 2.873 1.885 -0.319
C 2.823 3.053 -1.260
C 2.997 0.580 -0.834
H 3.086 -2.524 -0.563
H 4.720 -2.194 -0.018
H 4.206 -1.657 -1.621
H 3.942 -1.024 2.014
H 2.743 0.742 3.944
H 3.472 2.324 3.644
H 4.478 0.871 3.738
H 3.010 3.095 1.449
H 2.271 2.815 -2.170
H 3.845 3.305 -1.549
H 2.388 3.937 -0.794
H 3.092 0.454 -1.906
C -0.107 3.445 1.564
C -0.492 3.404 0.124
N -0.181 2.441 -0.705
C -0.646 2.686 -1.983
C -1.323 3.854 -2.114
S -1.384 4.666 -0.613
C -0.324 1.705 -3.017
C -0.687 1.710 -4.325
S -0.031 0.349 -5.120
C 0.714 -0.159 -3.664
N 0.474 0.637 -2.655
C 1.568 -1.380 -3.594
H 0.383 2.512 1.840
H -0.976 3.617 2.201
H 0.584 4.269 1.748
H -1.774 4.275 -2.997
H -1.289 2.431 -4.853
H 1.087 -2.223 -4.090
H 1.767 -1.631 -2.553
H 2.519 -1.210 -4.103
Cl -0.722 -1.880 0.628
C -1.820 -1.894 1.838
C -2.386 -2.970 2.547
C -2.761 -2.890 3.872
C -2.789 -1.660 4.515
C -2.552 -0.525 3.755
Cl -2.771 1.047 4.435
C -2.240 -0.652 2.411
N -2.168 0.513 1.510
H -2.299 -3.941 2.063
H -3.051 -3.786 4.403
H -3.051 -1.576 5.560
C -2.952 -3.185 -2.118
C -1.953 -2.021 -2.281
P -1.836 -0.989 -0.761
C -0.703 -3.369 0.149
C 0.653 -1.736 1.454
C -3.557 -0.541 -0.349
C -3.355 0.730 0.527
H -2.707 -4.011 -2.785
H -3.967 -2.858 -2.337
H -2.937 -3.570 -1.098
H -2.284 -1.351 -3.080
H -0.953 -2.402 -2.495
H 0.083 -1.668 -0.291
H -0.369 -4.325 -0.217
H -0.737 -0.693 0.902
H 1.616 -2.216 1.275
H 0.838 -1.140 2.352
H -4.162 -1.251 0.214
H -3.975 -0.391 -1.346
H -2.106 1.320 2.123
H -4.222 0.960 1.144
H -3.120 1.563 -0.134